Run a
DFT (the ωB97M-V functional and the def2-TZVPD basis) results for the molecule C23H26N2O3.

Last column: Löwdin charge in e.
Positions of all 54 atoms, in Å:
1 C 1.57 -0.92 -2.03  -0.056
2 O 0.79 -1.71 -1.16  -0.072
3 C 1.17 -1.85 0.13  -0.213
4 C 2.30 -1.27 0.69  -0.013
5 C 2.60 -1.47 2.03  -0.093
6 C 1.77 -2.24 2.83  -0.093
7 C 0.64 -2.82 2.27  -0.044
8 C 0.33 -2.65 0.94  -0.145
9 C -0.87 -3.32 0.33  -0.082
10 N -1.71 -2.39 -0.41  -0.042
11 C -2.29 -1.34 0.38  -0.102
12 C -2.83 -0.16 -0.43  -0.202
13 C -1.73 0.83 -0.84  -0.427
14 O -1.33 0.99 -1.97  0.087
15 N -1.28 1.56 0.21  0.152
16 C -0.39 2.68 0.10  -0.397
17 C 1.04 2.38 0.46  -0.158
18 C 1.37 2.10 1.78  -0.025
19 C 2.68 1.86 2.13  -0.094
20 C 3.68 1.90 1.18  -0.100
21 C 3.36 2.17 -0.14  -0.085
22 C 2.04 2.40 -0.50  -0.044
23 C -0.96 4.01 0.53  -0.050
24 C -0.72 3.72 -0.92  -0.055
25 C -3.61 -0.70 -1.63  -0.135
26 C -2.71 -1.58 -2.49  -0.079
27 C -1.95 -2.64 -1.72  -0.452
28 O -1.55 -3.64 -2.27  0.055
29 H 2.58 -1.32 -2.13  0.101
30 H 1.61 0.12 -1.68  0.072
31 H 1.06 -0.96 -2.99  0.101
32 H 2.95 -0.66 0.09  0.096
33 H 3.48 -1.01 2.44  0.101
34 H 2.01 -2.39 3.87  0.098
35 H 0.00 -3.43 2.89  0.110
36 H -1.46 -3.81 1.11  0.133
37 H -0.55 -4.07 -0.40  0.134
38 H -1.53 -1.00 1.09  0.124
39 H -3.12 -1.76 0.97  0.136
40 H -3.52 0.40 0.22  0.147
41 H -1.63 1.35 1.14  0.148
42 H 0.59 2.08 2.53  0.118
43 H 2.93 1.66 3.17  0.106
44 H 4.71 1.73 1.46  0.105
45 H 4.13 2.19 -0.90  0.106
46 H 1.79 2.61 -1.53  0.117
47 H -1.98 4.03 0.88  0.104
48 H -0.30 4.70 1.03  0.108
49 H 0.10 4.23 -1.41  0.106
50 H -1.56 3.54 -1.56  0.107
51 H -4.46 -1.27 -1.27  0.123
52 H -3.98 0.14 -2.23  0.121
53 H -1.95 -0.95 -2.97  0.116
54 H -3.28 -2.07 -3.27  0.126

Computed properties:
Frontier orbital gap   8.8 eV
HOMO   -8.31 eV
SMILES   COc1ccccc1CN1C[C@@H](C(=O)NC2(c3ccccc3)CC2)CCC1=O
Molar mass   378.47 g mol⁻¹
Charge   0

***

Run b
DFT (the ωB97M-V functional and the def2-TZVPD basis) results for the molecule C23H26N2O3.

Last column: Löwdin charge in e.
Positions of all 54 atoms, in Å:
1 C -5.10 -0.49 -0.92  -0.102
2 C -4.03 -1.56 -0.74  -0.267
3 C -3.34 -1.44 0.63  -0.209
4 C -2.44 -2.63 0.95  -0.196
5 C -1.17 -2.68 0.11  -0.104
6 C -0.15 -1.66 0.59  -0.466
7 O -0.21 -1.07 1.64  0.120
8 N 0.91 -1.53 -0.28  0.121
9 C 1.94 -0.58 -0.13  -0.158
10 C 1.66 0.74 0.01  -0.032
11 C 0.28 1.24 -0.08  -0.193
12 C -0.52 0.96 -1.19  -0.026
13 C -1.80 1.44 -1.27  -0.011
14 C -2.34 2.21 -0.24  -0.285
15 O -3.63 2.63 -0.41  -0.110
16 C -4.22 3.40 0.61  -0.089
17 C -1.54 2.50 0.87  0.000
18 C -0.25 2.02 0.94  -0.005
19 C 2.73 1.71 0.23  -0.319
20 O 2.53 2.89 0.48  0.069
21 C 4.08 1.15 0.07  -0.062
22 C 5.17 2.02 0.10  -0.004
23 C 6.45 1.56 -0.07  -0.077
24 C 6.66 0.20 -0.29  -0.077
25 C 5.60 -0.68 -0.32  -0.023
26 C 4.29 -0.23 -0.12  -0.143
27 N 3.22 -1.09 -0.13  -0.023
28 C 3.43 -2.52 -0.04  -0.022
29 H -5.57 -0.58 -1.89  0.070
30 H -4.68 0.50 -0.83  0.049
31 H -5.88 -0.60 -0.16  0.073
32 H -3.29 -1.45 -1.53  0.094
33 H -4.48 -2.55 -0.83  0.107
34 H -2.75 -0.52 0.67  0.102
35 H -4.12 -1.38 1.40  0.116
36 H -3.00 -3.56 0.81  0.111
37 H -2.15 -2.58 2.00  0.111
38 H -0.71 -3.67 0.19  0.124
39 H -1.40 -2.49 -0.94  0.112
40 H 0.93 -2.12 -1.10  0.155
41 H -0.12 0.37 -2.00  0.119
42 H -2.42 1.24 -2.13  0.118
43 H -4.26 2.85 1.55  0.096
44 H -3.69 4.35 0.76  0.096
45 H -5.24 3.60 0.26  0.093
46 H -1.92 3.10 1.68  0.105
47 H 0.36 2.25 1.80  0.126
48 H 4.96 3.07 0.26  0.120
49 H 7.29 2.24 -0.05  0.102
50 H 7.66 -0.18 -0.44  0.105
51 H 5.80 -1.73 -0.51  0.099
52 H 3.65 -2.95 -1.02  0.101
53 H 4.27 -2.72 0.63  0.096
54 H 2.55 -2.99 0.38  0.091

Computed properties:
Frontier orbital gap   8.0 eV
HOMO   -7.70 eV
SMILES   CCCCCC(=O)Nc1c(-c2ccc(OC)cc2)c(=O)c2ccccc2n1C
Molar mass   378.47 g mol⁻¹
Charge   0

***

Relative energies, in kcal/mol, with the most stable structure set to zero: run a 10.5; run b 0.0.

***

Run a
DFT (the ωB97M-V functional and the def2-TZVPD basis) results for a cluster of 2 separate species, C10H11PS in total.

Last column: Mulliken spin population.
Positions of all 23 atoms, in Å:
1 C 0.32 0.16 -0.79  -0.070
2 C -0.96 -0.44 1.15  0.005
3 C 0.88 -1.13 -0.93  0.042
4 C -0.27 -1.68 1.14  0.083
5 C -0.59 0.45 0.19  0.866
6 C 0.55 -1.98 0.05  -0.028
7 C -1.67 3.27 -1.31  0.041
8 C -0.63 3.69 -0.59  0.202
9 C -1.66 3.02 0.08  0.570
10 C 3.00 -3.31 -0.23  0.000
11 P -2.93 3.03 1.36  0.143
12 S 1.32 -3.63 0.24  -0.001
13 H 0.66 1.07 -1.45  0.026
14 H -1.82 -0.35 1.91  0.039
15 H 1.49 -1.43 -1.76  0.008
16 H -0.09 -2.46 2.01  0.011
17 H -2.11 3.19 -2.39  0.009
18 H 0.41 3.97 -0.50  0.002
19 H 3.15 -3.00 -1.38  0.000
20 H 3.56 -4.31 -0.10  0.000
21 H 3.49 -2.45 0.42  0.000
22 H -2.29 2.12 2.30  0.043
23 H -3.82 2.19 0.59  0.010

Computed properties:
Frontier orbital gap (spin up / spin down)   6.2 / 7.7 eV
Multiplicity   3
HOMO (spin up / spin down)   -5.34 / -8.36 eV
<S²>   2.0161
Molar mass   194.24 g mol⁻¹
Charge   0

***

Run b
DFT (the ωB97M-V functional and the def2-TZVPD basis) results for the molecule C10H11PS.

Last column: Mulliken spin population.
Positions of all 23 atoms, in Å:
1 C -1.66 -0.96 3.09  0.036
2 C -1.83 0.30 2.45  -0.019
3 C -1.10 -1.99 2.33  -0.023
4 C -1.39 0.51 1.15  0.028
5 C -0.44 -1.76 1.13  0.052
6 C -0.69 -0.50 0.47  -0.019
7 C 1.08 1.61 -2.58  -0.004
8 C 1.90 0.59 -2.57  -0.001
9 C -0.09 1.54 -1.67  0.025
10 C 1.48 -0.59 -1.70  0.016
11 P -0.31 -0.26 -1.28  0.308
12 S -2.26 -1.51 -2.21  1.569
13 H -2.02 -1.18 4.12  0.002
14 H -2.32 1.08 2.91  -0.001
15 H -1.05 -2.95 2.82  0.000
16 H -1.61 1.41 0.68  0.004
17 H 0.18 -2.60 0.77  -0.001
18 H 1.36 2.49 -3.20  0.001
19 H 2.87 0.52 -3.11  0.003
20 H 0.08 1.93 -0.78  0.006
21 H -1.15 1.83 -1.96  0.001
22 H 1.34 -1.59 -2.29  0.009
23 H 1.86 -0.77 -0.78  0.007

Computed properties:
Frontier orbital gap (spin up / spin down)   6.6 / 7.0 eV
Multiplicity   3
HOMO (spin up / spin down)   -5.94 / -8.18 eV
<S²>   2.0069
Molar mass   194.24 g mol⁻¹
Charge   0

***

Relative energies, in kcal/mol, with the most stable structure set to zero: run a 116.1; run b 0.0.

***

Run a
DFT (the ωB97M-V functional and the def2-TZVPD basis) results for a cluster of 2 separate species, C3H7NO3 in total.

Last column: Löwdin charge in e.
Positions of all 14 atoms, in Å:
1 C -1.29 1.06 0.86  -0.012
2 C 0.13 0.66 1.13  -0.518
3 O 0.51 0.29 2.21  0.089
4 N 1.01 0.70 0.07  0.135
5 C 0.76 1.06 -1.24  -0.319
6 O 1.60 1.08 -2.08  0.067
7 H -1.44 2.09 0.52  0.091
8 H -1.74 0.42 0.09  0.094
9 H -1.87 0.94 1.77  0.083
10 H 1.94 0.36 0.23  0.159
11 H -0.28 1.34 -1.46  0.129
12 O 0.36 -3.18 -1.03  -0.065
13 H -0.54 -3.48 -0.84  0.037
14 H 0.85 -3.32 -0.22  0.030

Computed properties:
Frontier orbital gap   10.9 eV
HOMO   -10.39 eV
SMILES   CC(=O)NC=O.O
Molar mass   105.09 g mol⁻¹
Charge   0

***

Run b
DFT (the ωB97M-V functional and the def2-TZVPD basis) results for the molecule C3H7NO3.

Last column: Löwdin charge in e.
Positions of all 14 atoms, in Å:
1 C -0.48 1.54 -0.07  -0.009
2 C 0.25 0.24 0.15  -0.521
3 O 0.56 0.10 1.65  -0.062
4 C -0.72 -0.95 -0.29  -0.130
5 O 0.08 -2.18 -0.30  -0.045
6 N 1.35 0.24 -0.71  0.012
7 O 2.41 0.10 -0.21  0.070
8 H -0.23 1.99 -1.03  0.097
9 H -0.06 2.16 0.62  0.048
10 H -1.57 1.49 0.20  0.117
11 H 1.54 -0.32 1.52  0.143
12 H -1.13 -0.70 -1.21  0.100
13 H -1.45 -0.98 0.44  0.104
14 H -0.56 -2.73 -0.76  0.077

Computed properties:
Frontier orbital gap   9.6 eV
HOMO   -9.61 eV
SMILES   C[C@@](O)(CO)N=O
Molar mass   105.09 g mol⁻¹
Charge   0

***

Run c
DFT (the ωB97M-V functional and the def2-TZVPD basis) results for the molecule C3H7NO3.

Last column: Löwdin charge in e.
Positions of all 14 atoms, in Å:
1 O 2.48 0.58 -0.55  0.129
2 C 1.33 0.36 -0.29  -0.567
3 O 0.43 1.42 -0.12  0.076
4 N 0.66 -0.84 -0.19  0.043
5 C -0.73 -1.07 -0.58  -0.142
6 C -2.01 -0.72 0.33  -0.209
7 O -1.73 0.25 1.33  -0.070
8 H 0.96 2.17 -0.42  0.120
9 H 0.91 -1.34 0.65  0.145
10 H -0.89 -0.57 -1.53  0.115
11 H -0.73 -2.15 -0.66  0.109
12 H -2.41 -1.61 0.83  0.104
13 H -2.72 -0.37 -0.44  0.106
14 H -0.78 0.28 1.35  0.041

Computed properties:
Frontier orbital gap   10.7 eV
HOMO   -10.16 eV
SMILES   O=C(O)NCCO
Molar mass   105.09 g mol⁻¹
Charge   0

***

Run d
DFT (the ωB97M-V functional and the def2-TZVPD basis) results for a cluster of 2 separate species, C3H7NO3 in total.

Last column: Löwdin charge in e.
Positions of all 14 atoms, in Å:
1 C -1.78 -0.58 -0.20  0.010
2 C -0.59 0.17 0.51  -0.480
3 O -0.45 -0.02 1.68  0.080
4 N 0.33 0.85 -0.29  0.120
5 C 0.18 1.27 -1.61  -0.305
6 O -0.66 0.88 -2.37  0.066
7 H -1.39 -1.18 -1.02  0.074
8 H -2.49 0.14 -0.60  0.081
9 H -2.05 -1.24 0.62  0.079
10 H 0.96 1.36 0.31  0.147
11 H 0.91 2.07 -1.76  0.131
12 O 2.49 -1.88 1.88  -0.057
13 H 1.71 -2.41 2.08  0.032
14 H 2.32 -1.83 0.94  0.021

Computed properties:
Frontier orbital gap   10.9 eV
HOMO   -10.41 eV
SMILES   CC(=O)NC=O.O
Molar mass   105.09 g mol⁻¹
Charge   0

***

Relative energies, in kcal/mol, with the most stable structure set to zero: run a 0.0; run b 95.5; run c 22.5; run d 9.8.

***

Run a
DFT (the ωB97M-V functional and the def2-TZVPD basis) results for a cluster of 2 separate species, C3H7NO3 in total.

Last column: Löwdin charge in e.
Positions of all 14 atoms, in Å:
1 C -0.21 1.71 0.23  -0.020
2 C 1.14 -1.35 -0.58  -0.085
3 N -1.57 0.26 0.81  0.110
4 C -0.94 -0.88 0.60  -0.624
5 O 0.44 -0.50 0.32  -0.194
6 O 0.48 1.91 -0.88  0.066
7 O -1.30 -2.02 0.40  0.050
8 H 1.37 1.52 -0.81  0.125
9 H -2.57 0.14 0.94  0.092
10 H 0.31 1.65 1.18  0.117
11 H -1.13 2.27 0.19  0.099
12 H 0.93 -1.06 -1.61  0.092
13 H 2.21 -1.26 -0.38  0.086
14 H 0.83 -2.39 -0.42  0.086

Computed properties:
Frontier orbital gap   9.5 eV
HOMO   -9.29 eV
Molar mass   105.09 g mol⁻¹
Charge   0

***

Run b
DFT (the ωB97M-V functional and the def2-TZVPD basis) results for a cluster of 2 separate species, C3H7NO3 in total.

Last column: Löwdin charge in e.
Positions of all 14 atoms, in Å:
1 C 1.54 -0.48 -0.17  0.012
2 C 0.04 -0.82 0.02  -0.530
3 O -0.55 -1.56 -0.73  0.097
4 O -0.44 -0.79 1.31  -0.045
5 O 0.52 -0.70 2.36  0.004
6 H 1.95 -0.18 0.79  0.065
7 H 1.76 0.28 -0.91  0.069
8 H 2.10 -1.36 -0.47  0.088
9 H -0.07 -0.70 3.12  0.116
10 C -1.61 1.09 -0.79  -0.127
11 N -0.49 1.54 -1.20  0.038
12 H -1.82 1.08 0.28  0.068
13 H -2.51 0.97 -1.41  0.082
14 H -0.42 1.62 -2.22  0.061

Computed properties:
Frontier orbital gap   10.9 eV
HOMO   -10.20 eV
SMILES   CC(=O)OO.C=N
Molar mass   105.09 g mol⁻¹
Charge   0

***

Relative energies, in kcal/mol, with the most stable structure set to zero: run a 0.0; run b 35.2.